A molecular structure, C2H3NP2, computed with ωB97M-V with the def2-TZVPD basis set.

```
8
Properties=species:S:1:pos:R:3:lowdin_charge:R:1
C 0.2236 -1.3372 0.0304 -0.549
C -0.6056 1.1733 0.0572 -0.874
N -0.9723 -1.5772 -0.0695 -0.108
P -2.1053 0.4833 -0.1408 0.876
P 1.0033 0.4271 0.4888 0.812
H 1.0769 -1.9278 0.0979 0.010
H -0.3648 2.1615 0.2225 -0.076
H 1.7443 0.5970 -0.6865 -0.091
```

Summary:
Charge ... 0
Highest occupied orbital energy (spin up / spin down) ... -8.3395 / -8.3390 eV
Multiplicity ... 1
Max |F| ... 3.51 eV Å⁻¹